The following is a quantum chemistry calculation of a cluster of 9 separate species, C42H73N8O4P3 in total, from the Open Molecules 2025 dataset.

Calculated values
E_LUMO, eV: 0.369
SMILES string: C[C@@H](C[PH]#[PH]P(=O)(O)O)OCc1ccccc1.CCCC#N.CCCC#N.CCCC#N.CCCC#N.CCCC#N.CCCC#N.CCCC#N.CCCC#N
Total charge: 0
HOMO, Ha: -0.3247
Energy relative to the best compared isomer or geometry (same formula, charge and spin), kcal per mole: 0.00
Maximum force, eV/Å: 0.954
Kohn-Sham gap, eV: 9.204

Geometry as XYZ:
```
130
C42H73N8O4P3, DFT ωB97M-V/def2-TZVPD
C -1.26 3.67 -6.03
C -0.58 4.46 -4.91
C -1.55 5.48 -4.31
P -2.93 4.76 -3.30
P -2.84 6.09 -1.56
P -3.33 4.80 0.12
O -4.73 4.96 0.50
O -2.26 5.20 1.22
O -2.96 3.27 -0.17
O -0.18 3.52 -3.94
C 0.88 3.97 -3.09
C 1.39 2.78 -2.36
C 2.67 2.27 -2.58
C 3.09 1.12 -1.90
C 2.21 0.49 -1.00
C 0.94 1.02 -0.79
C 0.54 2.16 -1.47
H -2.33 3.62 -5.87
H -1.03 4.08 -7.01
H -0.87 2.66 -5.99
H 0.29 5.00 -5.29
H -0.99 6.19 -3.69
H -2.03 6.04 -5.11
H -2.44 3.53 -2.82
H -1.46 6.35 -1.39
H -2.13 4.49 1.86
H -3.62 2.91 -0.80
H 0.48 4.67 -2.36
H 1.66 4.44 -3.69
H 3.34 2.74 -3.29
H 4.07 0.70 -2.08
H 2.51 -0.40 -0.47
H 0.25 0.51 -0.14
H -0.45 2.56 -1.32
C -2.06 -0.22 4.81
C -2.03 1.00 3.90
C -2.12 0.64 2.41
C -0.98 -0.18 2.01
N -0.06 -0.80 1.72
H -1.21 -0.88 4.63
H -2.01 0.09 5.85
H -2.98 -0.79 4.67
H -1.11 1.56 4.07
H -2.86 1.66 4.15
H -2.11 1.55 1.79
H -3.04 0.10 2.19
C -3.16 -1.15 -4.22
C -2.08 -0.34 -3.51
C -2.36 -0.14 -2.02
C -3.57 0.60 -1.74
N -4.52 1.21 -1.54
H -4.13 -0.64 -4.19
H -2.90 -1.29 -5.27
H -3.28 -2.13 -3.77
H -1.98 0.64 -4.00
H -1.13 -0.84 -3.61
H -1.54 0.42 -1.57
H -2.42 -1.10 -1.50
C 1.02 -4.45 -1.08
C 1.67 -3.29 -1.83
C 0.67 -2.44 -2.61
C -0.03 -3.24 -3.62
N -0.54 -3.91 -4.39
H 0.53 -5.14 -1.77
H 1.77 -5.01 -0.52
H 0.27 -4.08 -0.38
H 2.42 -3.68 -2.52
H 2.20 -2.65 -1.12
H 1.17 -1.62 -3.12
H -0.07 -2.01 -1.93
C 1.86 -0.62 4.30
C 2.84 0.27 5.06
C 2.54 0.34 6.56
C 1.22 0.90 6.84
N 0.18 1.33 7.05
H 0.85 -0.23 4.36
H 2.13 -0.68 3.25
H 1.86 -1.63 4.71
H 2.83 1.27 4.63
H 3.86 -0.12 4.93
H 3.28 0.97 7.07
H 2.59 -0.65 7.01
C -1.90 -1.16 10.72
C -1.42 -0.02 9.82
C -2.58 0.75 9.18
C -3.40 -0.11 8.34
N -4.00 -0.81 7.66
H -2.46 -1.90 10.16
H -1.05 -1.66 11.18
H -2.54 -0.78 11.53
H -0.78 -0.42 9.04
H -0.82 0.68 10.40
H -2.19 1.56 8.56
H -3.22 1.20 9.95
C 6.52 -6.78 -3.46
C 5.01 -6.65 -3.59
C 4.56 -5.21 -3.89
C 4.96 -4.29 -2.83
N 5.28 -3.58 -1.99
H 6.90 -6.19 -2.62
H 6.80 -7.82 -3.27
H 7.02 -6.46 -4.37
H 4.53 -6.98 -2.67
H 4.65 -7.29 -4.39
H 3.48 -5.16 -4.00
H 5.00 -4.87 -4.83
C -9.02 -0.77 0.63
C -8.61 0.62 1.09
C -7.13 0.92 0.82
C -6.24 -0.01 1.51
N -5.54 -0.74 2.05
H -8.48 -1.55 1.17
H -10.09 -0.94 0.81
H -8.84 -0.90 -0.44
H -8.81 0.73 2.16
H -9.21 1.37 0.58
H -6.88 1.93 1.15
H -6.91 0.86 -0.25
C 8.13 -0.23 -5.19
C 8.29 -1.05 -3.91
C 7.03 -1.01 -3.02
C 6.73 0.36 -2.60
N 6.50 1.44 -2.28
H 7.98 0.83 -4.97
H 9.03 -0.31 -5.80
H 7.29 -0.58 -5.78
H 9.14 -0.68 -3.34
H 8.49 -2.09 -4.16
H 7.17 -1.62 -2.13
H 6.17 -1.41 -3.56
```

Löwdin atomic charge list, values in e, 6 entries:
1. C -0.0347
2. C -0.4694
3. C -0.4276
4. P 0.6404
5. P 0.5487
6. P 0.1471

The following is a quantum chemistry calculation of a structure of composition C42H74MgO28S6, from the Open Molecules 2025 dataset.

Calculated values
E_LUMO, eV: -0.331
Total charge: 0
HOMO, Ha: -0.2748
Maximum force, eV/Å: 5.768
Kohn-Sham gap, eV: 7.146

Geometry as XYZ:
```
151
C42H74MgO28S6, DFT ωB97M-V/def2-TZVPD
Mg 0.86 4.01 -0.41
C 0.39 -0.02 -0.65
C 0.42 1.42 -0.42
C -0.89 2.14 0.19
O -0.77 3.33 0.40
C -2.07 1.29 0.29
C -2.06 -0.04 0.03
C -0.82 -0.73 -0.52
O -0.68 -2.03 -0.76
O -3.18 -0.62 0.32
O 1.36 2.17 -0.61
H 1.25 -0.51 -1.07
H -2.93 1.81 0.67
C -2.78 1.72 4.32
C -2.92 0.20 4.34
C -1.64 -0.60 4.24
O -1.66 -1.49 5.35
C -2.75 -1.15 6.14
O -3.01 -1.67 7.25
O -3.46 -0.13 5.62
H -3.71 2.20 4.61
H -2.68 2.02 3.28
H -2.04 2.15 4.99
H -3.53 -0.18 3.52
H -0.76 0.04 4.27
H -1.53 -1.15 3.30
C -5.31 -3.73 -1.49
C -4.42 -3.97 -2.73
C -2.93 -3.81 -2.51
O -2.41 -5.11 -2.41
C -3.31 -6.01 -2.88
O -3.08 -7.22 -2.93
O -4.44 -5.33 -3.16
H -4.93 -4.08 -0.54
H -6.33 -4.13 -1.53
H -5.38 -2.65 -1.36
H -4.78 -3.20 -3.41
H -2.78 -3.36 -1.53
H -2.53 -3.05 -3.18
C 3.09 -4.17 2.88
C 3.14 -2.63 2.83
C 2.20 -1.93 1.85
O 1.58 -0.90 2.51
C 1.97 -0.93 3.84
O 1.74 -0.10 4.69
O 2.69 -1.99 4.02
H 3.63 -4.65 2.07
H 2.04 -4.45 2.92
H 3.52 -4.62 3.78
H 4.14 -2.28 2.57
H 1.48 -2.64 1.43
H 2.73 -1.51 0.99
C 1.04 -6.80 -1.91
C 1.37 -5.29 -1.68
C 1.70 -4.84 -0.17
O 2.89 -4.14 -0.35
C 3.20 -4.02 -1.69
O 4.13 -3.36 -2.16
O 2.51 -4.92 -2.38
H 1.81 -7.46 -1.53
H 1.05 -6.95 -2.99
H 0.19 -7.12 -1.31
H 0.54 -4.66 -2.01
H 1.71 -5.67 0.53
H 0.89 -4.18 0.16
C -0.24 -3.64 -4.99
C -0.28 -2.12 -4.83
C 0.87 -1.74 -3.88
O 1.63 -0.87 -4.79
C 1.15 -0.86 -5.99
O 1.76 -0.43 -6.93
O 0.03 -1.62 -6.09
H -0.99 -3.95 -5.72
H -0.43 -4.09 -4.01
H 0.67 -4.11 -5.36
H -1.29 -1.81 -4.54
H 1.42 -2.59 -3.49
H 0.37 -1.17 -3.10
C -6.25 1.47 -0.20
C -6.45 2.49 1.00
C -5.40 2.44 2.09
O -5.13 3.79 2.34
C -5.55 4.55 1.34
O -5.28 5.74 1.22
O -6.24 3.78 0.49
H -6.67 0.50 0.07
H -5.21 1.35 -0.52
H -6.83 1.70 -1.09
H -7.49 2.41 1.31
H -4.57 1.77 1.90
H -5.93 2.08 2.97
C 6.43 -1.05 0.11
S 5.06 -0.07 0.82
O 5.58 1.30 1.21
C 4.17 0.26 -0.75
H 7.11 -1.30 0.93
H 7.00 -0.47 -0.61
H 6.04 -1.93 -0.40
H 4.81 0.89 -1.38
H 3.36 0.97 -0.54
H 3.85 -0.67 -1.20
C 4.88 5.37 -2.26
S 3.83 5.44 -0.78
O 2.48 4.75 -1.03
C 4.89 4.27 0.23
H 5.84 5.66 -1.83
H 4.55 6.07 -3.03
H 4.97 4.36 -2.65
H 5.92 4.62 0.27
H 4.90 3.26 -0.18
H 4.47 4.15 1.23
C -2.02 -5.18 0.56
S -1.45 -5.70 2.30
O 0.02 -6.07 2.25
C -1.45 -4.00 3.04
H -2.07 -6.03 -0.13
H -1.31 -4.46 0.16
H -2.98 -4.66 0.64
H -1.21 -4.17 4.08
H -2.40 -3.50 2.83
H -0.62 -3.49 2.55
C 2.12 2.77 -3.62
S 0.37 3.34 -3.55
O 0.28 4.04 -2.21
C 0.54 4.55 -4.98
H 2.77 3.64 -3.65
H 2.30 2.15 -4.50
H 2.32 2.18 -2.73
H -0.31 5.21 -5.18
H 0.90 4.07 -5.89
H 1.34 5.28 -4.85
C -0.35 7.15 2.15
S 0.50 7.02 0.51
O 0.10 5.77 -0.28
C -0.36 8.47 -0.21
H 0.04 7.99 2.74
H -0.11 6.25 2.72
H -1.43 7.16 1.97
H -0.16 8.66 -1.26
H -0.17 9.36 0.39
H -1.41 8.23 -0.08
C 2.97 2.49 2.92
S 1.63 3.73 2.79
O 1.60 4.10 1.32
C 0.20 2.56 3.16
H 2.88 1.77 2.11
H 2.92 2.05 3.92
H 3.92 3.02 2.85
H 0.07 2.22 4.19
H 0.18 1.66 2.55
H -0.71 3.16 3.11
```

Löwdin atomic charge list, values in e, 6 entries:
1. Mg 0.2441
2. C 0.0033
3. C -0.2870
4. C -0.3074
5. O -0.0112
6. C -0.0018